1.
Here is a molecular structure, C17H40CoNP3S from the Open Molecules 2025 dataset. Energies are from ωB97M-V with the def2-TZVPD basis set.

```
! wB97M-V def2-TZVPD RIJCOSX def2/J DEFGRID3
* xyz 3 5
H -2.499 3.831 1.461
C -2.339 2.102 3.622
H -3.733 0.175 1.663
H 0.818 -5.765 -5.398
H 2.672 -0.193 -0.918
H -4.114 1.893 1.363
H -1.515 2.568 4.172
H 0.683 3.278 -0.162
H -0.506 0.073 4.241
H 4.257 1.306 2.510
H 3.290 1.188 4.761
H 1.851 -1.678 0.525
N -0.434 -0.678 3.520
H -1.360 -1.156 3.448
H 1.256 -3.503 -4.510
C 0.093 -4.974 -5.569
C -0.894 0.893 -1.517
H -0.549 1.131 -2.530
H 2.865 3.295 3.382
C -0.581 -2.668 -5.278
H -0.733 3.770 1.696
H -0.507 -1.800 -0.297
C 1.909 2.975 2.949
H 3.417 1.131 0.949
H -1.621 1.646 -1.208
H 3.609 -0.280 1.994
H 1.351 -2.425 2.071
H -3.242 0.920 0.145
C 1.266 2.492 -0.644
C 1.051 -1.776 1.253
H 2.280 2.520 -0.237
P 1.795 1.125 2.796
H 1.094 3.326 3.589
H 1.579 1.102 5.240
H -1.267 -6.233 -6.675
H 1.761 0.310 -2.366
C -1.995 -4.210 -6.495
H -3.150 2.831 3.509
H -2.909 -4.400 -7.051
H -1.006 -2.548 1.251
P 0.520 0.826 -0.325
S -0.204 -1.068 -4.613
H 0.274 -1.374 3.843
H 2.405 -0.356 4.649
C -0.324 -1.839 0.778
H -1.447 3.225 0.168
H -1.392 -0.080 -1.520
H 1.792 3.438 1.966
C -1.075 -5.238 -6.285
H 1.317 -1.180 -1.496
C -1.755 -2.930 -5.997
C -3.368 1.102 1.215
P -1.719 1.542 1.960
C 2.322 0.728 4.530
C 3.434 0.800 1.990
Co 0.034 0.053 1.803
C 0.344 -3.699 -5.067
H -2.479 -2.138 -6.167
H 1.316 2.691 -1.720
H -2.710 1.260 4.210
H -1.319 -0.456 -5.049
C 1.682 -0.157 -1.379
C -1.589 3.257 1.250
*
```

The HOMO energy (alpha / beta) comes out at -16.3 / -18.1 eV. The largest force on an atom comes out at 4.43 eV/Å. The calculation puts the energy above the lowest of the compared OMol25 structures with the same formula, charge and spin at 49.2 kJ/mol. As for the expectation value of S²: 6.040.


2.
Here is a molecular structure, C17H40F6NO21S7V from the Open Molecules 2025 dataset. Energies are from ωB97M-V with the def2-TZVPD basis set.

```
! wB97M-V def2-TZVPD RIJCOSX def2/J DEFGRID3
* xyz 0 1
H 28.960 23.335 -26.630
O 22.396 18.792 -24.573
H 29.468 25.134 -22.681
S 23.791 18.586 -24.509
H 30.791 16.442 -25.002
H 25.702 20.392 -27.688
O 26.356 20.021 -21.949
C 28.025 21.282 -19.643
C 28.979 16.882 -25.923
H 25.695 13.132 -23.055
C 28.129 21.891 -18.254
S 27.015 23.809 -23.157
O 26.870 15.882 -27.645
H 27.445 21.381 -17.576
H 31.159 20.499 -19.931
H 28.567 10.362 -22.092
O 26.721 22.423 -23.271
O 23.209 20.731 -26.405
H 29.798 17.191 -29.050
H 29.704 17.422 -23.991
H 28.446 26.151 -23.578
H 25.820 25.787 -23.724
F 22.577 23.291 -24.574
H 25.938 22.786 -29.522
S 28.212 21.059 -26.640
H 29.421 22.425 -25.187
O 29.172 20.108 -21.949
H 25.819 14.256 -21.754
C 28.719 17.090 -29.072
C 26.300 15.134 -23.660
S 28.209 15.703 -28.109
O 27.056 18.587 -23.908
H 29.141 21.812 -17.851
O 27.204 24.348 -21.863
C 25.752 24.733 -23.972
H 24.779 21.576 -29.825
C 26.268 21.064 -28.340
C 30.129 25.503 -24.742
C 31.191 21.256 -20.703
O 28.556 14.520 -28.789
C 24.398 17.886 -26.148
S 28.381 12.484 -23.110
H 27.028 11.220 -21.624
H 25.269 15.422 -23.859
O 28.249 24.138 -24.073
O 24.939 22.194 -25.517
C 29.303 22.373 -26.271
H 28.293 17.961 -28.567
H 30.551 26.492 -24.573
O 29.914 22.378 -22.642
H 30.979 24.839 -24.561
C 29.066 25.250 -23.688
H 26.754 20.427 -29.080
C 29.763 16.560 -24.650
O 27.632 13.593 -22.269
C 26.302 13.965 -22.692
H 27.915 16.916 -25.683
O 27.205 21.832 -27.551
H 29.289 17.864 -26.290
H 24.817 24.372 -23.546
H 31.962 21.134 -21.463
H 28.319 17.067 -30.081
H 24.626 22.522 -28.330
H 31.316 22.251 -20.279
F 23.590 18.228 -27.128
C 22.631 22.004 -24.204
H 27.825 22.935 -18.311
F 24.457 16.569 -26.067
O 29.753 12.569 -22.732
V 26.520 19.991 -23.485
O 24.266 17.662 -23.546
C 27.730 10.970 -22.413
F 25.624 18.344 -26.352
O 29.211 15.845 -26.899
H 25.755 24.425 -25.011
H 26.734 14.776 -24.594
O 28.895 20.076 -27.421
O 28.763 22.103 -20.580
N 24.601 20.032 -24.368
H 27.183 10.465 -23.208
S 23.938 21.200 -25.277
H 26.821 15.995 -23.248
O 27.523 20.669 -25.452
F 21.461 21.430 -24.374
O 27.989 12.596 -24.477
F 22.992 21.978 -22.924
H 28.305 20.232 -19.691
H 30.297 22.136 -26.645
H 29.368 15.632 -24.246
H 26.970 21.345 -19.913
C 25.327 22.039 -29.002
S 29.694 21.397 -21.643
H 29.740 25.342 -25.742
*
```

The HOMO energy comes out at -10.6 eV. The largest force on an atom comes out at 2.15 eV/Å. The calculation puts the energy above the lowest of the compared OMol25 structures with the same formula, charge and spin at 104.7 kJ/mol.


3.
Here is 9 unconnected molecules or ions with the total composition C17H40FN8O18 from the Open Molecules 2025 dataset. Energies are from ωB97M-V with the def2-TZVPD basis set.

```
! wB97M-V def2-TZVPD RIJCOSX def2/J DEFGRID3
* xyz -1 1
H 7.653 -3.415 2.311
N 3.399 2.960 -0.816
H -0.808 -5.417 0.216
H -8.799 3.025 2.874
N 0.830 6.574 -1.031
H -1.178 0.851 0.529
C 7.580 -2.390 1.961
H 0.332 0.469 -0.310
H 0.425 0.075 -2.333
O 2.199 3.124 -0.619
H -14.070 2.573 1.296
H -3.452 4.290 2.017
N 5.648 -3.881 -4.062
H -0.938 -1.108 2.004
H 0.530 -0.107 2.003
O 1.998 6.512 -1.349
O 6.236 -2.838 -4.252
O 4.445 -4.034 -4.072
H 7.933 -2.310 0.938
H 6.160 -5.455 -2.794
C -8.549 2.590 1.912
O -2.254 2.469 4.085
C -0.143 -2.044 -2.393
C 4.043 3.868 -1.796
H 4.427 -2.399 -1.952
N -7.067 2.652 1.770
H 3.521 3.747 -2.742
O 1.702 -7.012 1.370
H -3.948 2.628 1.604
O -6.408 2.079 2.614
H -4.336 3.292 3.224
N -2.327 2.783 2.913
O -0.101 6.732 -1.794
C 2.223 -1.076 -2.819
N 8.489 -1.578 2.816
C 6.463 -5.093 -3.772
H 2.637 -0.788 -3.799
H -13.754 0.991 2.086
H -0.870 -2.315 -3.174
H -0.146 5.556 0.503
H 0.400 -0.649 -3.925
H 1.426 6.283 0.958
O 1.525 -5.725 -0.351
O -1.381 -0.704 -0.740
H 2.247 0.418 -1.292
N 1.075 -6.281 0.623
C -0.096 -0.770 1.392
H 2.510 -1.516 0.167
C 4.115 -2.476 -0.904
H -13.735 2.485 3.059
H 0.528 -1.628 1.123
C 3.356 -1.219 -0.499
C -13.535 2.054 2.082
C -3.632 3.290 2.403
H 4.033 -0.647 0.155
O 9.666 -1.891 2.818
H 6.232 -5.828 -4.538
H -0.418 -5.663 1.945
H 7.510 -4.812 -3.788
O 8.015 -0.667 3.460
H 0.479 -2.935 -2.255
N -12.075 2.201 1.828
C -0.367 -6.087 0.948
H -0.823 -7.072 0.926
F 5.261 -2.704 -0.099
H -0.018 7.328 0.720
O -1.294 -2.908 -0.514
H -8.831 1.544 1.888
H 5.084 3.580 -1.881
H 3.479 -3.368 -0.818
H -8.993 3.141 1.092
H 2.367 -2.167 -2.764
C 0.686 -0.836 -2.879
H 3.929 4.883 -1.425
O -1.418 2.712 2.111
O -11.727 2.831 0.853
O -6.606 3.264 0.828
H 6.570 -2.008 2.049
O -11.325 1.672 2.625
C -0.546 0.029 0.179
C 0.501 6.425 0.413
O 4.086 2.100 -0.324
C -0.952 -1.936 -1.131
C 2.964 -0.324 -1.686
*
```

The HOMO energy comes out at -1.2 eV. The largest force on an atom comes out at 0.91 eV/Å.


Question: Look up the largest force on an atom of the first one.
Answer: 4.43 eV/Å


Question: Which of these has the highest largest force on an atom?
Answer: C17H40CoNP3S


Question: The highest largest force on an atom belongs to which entry?
Answer: C17H40CoNP3S